[1]
Here is a structure of composition C12H29N4O9PYb at a distorted geometry from the OMol25 dataset. Energies are from ωB97M-V/def2-TZVPD.

## Properties
Net charge   +1
LUMO (alpha / beta)   -6.955 / -6.877 eV
F_max   4.5 eV/A
Multiplicity   2
HOMO level (alpha / beta)   -10.29 / -10.39 eV
Frontier orbital gap (alpha / beta)   3.34 / 3.51 eV
⟨S²⟩   0.76

Last column: natural (NBO) charge in e.
Atoms and positions in Å:
O 0.06778 -0.72930 -2.61446  -1.088
H -1.08150 -0.54320 -2.78511  0.346
Yb 0.96099 0.21660 -0.70807  1.886
N 2.15974 -1.83470 -0.33537  -0.063
N -0.35462 -1.86231 0.12868  0.018
N 1.02132 2.57918 0.05500  -0.165
N -0.94831 1.21408 0.81811  -0.267
O 3.41481 -1.74414 -0.45515  -0.256
O 2.01514 3.23107 -0.44707  -0.591
O -1.90255 0.46326 1.47940  -0.582
O -1.54925 -1.92860 0.58907  -0.283
C 0.17831 -3.07038 -0.24210  0.199
C 1.53023 -3.03086 -0.63129  0.211
C 0.11001 3.28196 0.77181  0.085
C -0.98321 2.49612 1.23775  0.285
C 2.22448 -4.09524 -1.38966  -0.699
H 2.01111 -4.01226 -2.46875  0.269
H 1.89804 -5.08732 -1.05703  0.254
H 3.30394 -3.99861 -1.24056  0.268
C -0.66706 -4.28973 -0.19354  -0.684
H -1.57284 -4.15698 -0.79894  0.272
H -0.97916 -4.47780 0.84240  0.269
H -0.11861 -5.16537 -0.55050  0.240
C 0.22852 4.73571 1.04355  -0.677
C -2.00283 3.07096 2.16706  -0.695
H 0.95410 5.19328 0.36326  0.265
H 0.53208 4.94729 2.07965  0.233
H -0.75123 5.20904 0.90573  0.230
H -2.69807 2.28844 2.47765  0.262
H -2.56864 3.88117 1.68156  0.252
H -1.51806 3.49120 3.06324  0.245
H 2.10601 2.32645 -1.93679  0.546
H -1.76485 -0.49764 1.11957  0.486
C -2.25861 0.00756 -2.85640  -0.948
H -2.47680 0.29492 -3.89319  0.214
H -2.11039 0.90766 -2.24388  0.185
H -3.02034 -0.65674 -2.43982  0.206
O 1.87618 1.42409 -2.29585  -1.004
H 0.41815 -1.21627 -3.38633  0.508
H 1.44322 1.51091 -3.16634  0.533
C 2.37833 1.91468 3.40232  -0.262
O 1.25883 1.05052 3.19480  -0.822
P 1.41758 -0.21543 2.14270  1.735
O 0.30294 -1.22719 2.68650  -0.847
C -0.21474 -1.22010 4.00541  -0.258
O 2.85033 -0.83742 2.63706  -0.840
C 3.13886 -2.23505 2.66092  -0.258
H 1.97458 2.81719 3.87095  0.205
H 2.88286 2.19790 2.46595  0.193
H 3.09919 1.44772 4.08438  0.199
H 0.58611 -1.16751 4.76315  0.194
H -0.92522 -0.39828 4.14003  0.211
H -0.73916 -2.17467 4.11337  0.201
H 3.74894 -2.39427 3.55805  0.215
H 2.23230 -2.85054 2.72064  0.182
H 3.71466 -2.50107 1.77246  0.186

---

[2]
Here is a structure of composition C12H30AsF6N2O4Rb at a distorted geometry from the OMol25 dataset. Energies are from ωB97M-V/def2-TZVPD.

## Properties
Net charge   0
LUMO   -1.444 eV
F_max   2.9 eV/A
Energy relative to the best compared isomer or geometry (same formula, charge and spin)   401.1 kJ/mol
HOMO level   -9.23 eV
Frontier orbital gap   7.79 eV

Last column: natural (NBO) charge in e.
Atoms and positions in Å:
Rb -1.58612 33.21062 3.22206  0.990
As 0.26290 38.55174 6.25373  2.816
F 0.89307 40.08731 5.85760  -0.614
F -0.42703 39.25476 7.66214  -0.628
F -0.41061 36.94365 6.70632  -0.652
F 1.07752 37.78444 4.80007  -0.647
F 1.67631 38.19892 7.27773  -0.636
F -1.27533 38.76141 5.34392  -0.639
C 5.97268 27.61689 4.48432  -0.260
O 4.95492 28.57221 4.18302  -0.560
C 5.21507 29.89068 4.66857  -0.082
C 3.94675 30.77187 4.39414  -0.230
N 3.73193 30.97913 3.00528  -0.632
C 4.70554 31.86802 2.45542  -0.231
C 4.31271 32.24415 0.97470  -0.077
O 4.24891 31.04288 0.19988  -0.540
C 4.07142 31.36721 -1.16219  -0.244
H 5.83378 26.62573 4.05259  0.196
H 6.04686 27.49535 5.56497  0.168
H 6.97700 27.76704 4.08824  0.170
H 6.12885 30.28397 4.22314  0.168
H 5.33128 29.79391 5.74803  0.169
H 4.14792 31.68589 4.95289  0.194
H 3.08813 30.32258 4.89317  0.196
H 4.00202 30.11087 2.56566  0.366
H 5.65037 31.32712 2.50834  0.175
H 4.65421 32.82070 2.98256  0.193
H 5.05343 33.03312 0.84451  0.175
H 3.36643 32.78508 0.98084  0.160
H 3.11204 31.87986 -1.23212  0.163
H 3.95334 30.42374 -1.69511  0.190
H 4.94018 31.93408 -1.49688  0.177
C -2.61188 28.26688 3.59166  -0.259
O -2.58530 28.96066 2.36701  -0.538
C -3.39110 28.38299 1.38984  -0.063
C -3.30028 29.33556 0.21096  -0.240
N -4.03163 30.56037 0.50333  -0.601
C -4.46675 31.17944 -0.74389  -0.244
C -5.27055 32.50014 -0.46489  -0.076
O -4.28067 33.31791 0.20996  -0.568
C -4.52223 34.76170 -0.07052  -0.252
H -1.86203 28.69803 4.25493  0.186
H -2.26799 27.23257 3.59977  0.178
H -3.58324 28.30843 4.08445  0.171
H -4.44153 28.32121 1.67424  0.152
H -3.13453 27.36755 1.08792  0.178
H -3.71953 28.88500 -0.68866  0.174
H -2.21851 29.45820 0.15759  0.203
H -4.94535 30.22188 0.76906  0.338
H -4.97990 30.56364 -1.48252  0.171
H -3.63849 31.53013 -1.35959  0.194
H -6.15004 32.30424 0.14851  0.168
H -5.68818 32.84596 -1.41045  0.183
H -5.57629 34.98151 0.09899  0.182
H -4.29141 34.97838 -1.11354  0.180
H -3.86339 35.34162 0.57579  0.186

---

[3]
Here is a cluster of 3 separate species, C12H30ClN2O5 in total from the OMol25 dataset. Energies are from ωB97M-V/def2-TZVPD.

## Properties
Net charge   +1
LUMO   -2.881 eV
F_max   0.6 eV/A
HOMO level   -11.73 eV
Frontier orbital gap   8.85 eV

Last column: natural (NBO) charge in e.
Atoms and positions in Å:
O -1.17214 0.05833 -1.24791  -0.675
C -0.05954 -0.75069 -1.30554  0.241
C -0.17406 -2.10612 -0.60933  -0.283
N -0.07690 -2.06930 0.83477  -0.617
C 0.91443 -1.20044 1.43019  -0.271
C 0.94070 0.18500 0.80320  -0.071
Cl 2.28011 1.16380 1.38534  0.037
N 1.11776 0.00617 -0.67450  -0.547
H -1.70012 -0.12329 -0.45688  0.488
H 0.20503 -0.86674 -2.35674  0.212
H 0.56345 -2.79391 -1.03611  0.216
H -1.15460 -2.49415 -0.88457  0.250
H -0.97322 -1.97666 1.29908  0.400
H 1.91859 -1.63785 1.37859  0.209
H 0.68297 -1.08404 2.48775  0.263
H 0.01656 0.73262 0.96676  0.236
H 1.96357 -0.55673 -0.80922  0.436
H 1.26378 0.90708 -1.14200  0.461
C -2.36565 -3.31065 3.41413  -0.263
O -2.11189 -1.91054 3.44030  -0.583
C -3.26918 -1.13664 3.74933  -0.088
C -3.29590 -0.70807 5.19994  -0.089
O -3.43456 -1.81506 6.06500  -0.545
C -2.23626 -2.20201 6.71295  -0.254
H -1.40192 -3.81419 3.35800  0.194
H -2.88790 -3.63492 4.31489  0.200
H -2.96462 -3.58496 2.53880  0.167
H -4.17393 -1.70603 3.51692  0.186
H -3.25565 -0.24510 3.11421  0.173
H -4.15802 -0.05173 5.35093  0.195
H -2.39116 -0.13874 5.44019  0.173
H -1.94034 -1.46292 7.46394  0.176
H -1.41651 -2.33517 6.00116  0.166
H -2.43368 -3.14823 7.21187  0.201
C 2.28394 3.97987 -6.45074  -0.256
O 2.51577 2.59984 -6.21695  -0.549
C 3.55164 2.33768 -5.29385  -0.089
C 2.99541 1.93212 -3.94601  -0.091
O 2.28357 2.98501 -3.31391  -0.550
C 0.88478 2.89878 -3.46481  -0.243
H 1.37376 4.05477 -7.04171  0.198
H 2.15554 4.53201 -5.51609  0.173
H 3.10853 4.42394 -7.01582  0.178
H 4.20389 3.20878 -5.17807  0.185
H 4.15424 1.51255 -5.68527  0.190
H 3.82285 1.64988 -3.28702  0.183
H 2.34041 1.05996 -4.08109  0.155
H 0.47549 2.07231 -2.85762  0.115
H 0.58308 2.73642 -4.50123  0.198
H 0.44791 3.82793 -3.10524  0.207

---

[4]
Here is a structure of composition C12H30CsN2O4P at a distorted geometry from the OMol25 dataset. Energies are from ωB97M-V/def2-TZVPD.

## Properties
Net charge   -1
LUMO (alpha / beta)   1.542 / 1.546 eV
F_max   6.1 eV/A
Multiplicity   2
Energy relative to the best compared isomer or geometry (same formula, charge and spin)   0.0 kJ/mol
HOMO level (alpha / beta)   -2.82 / -2.00 eV
Frontier orbital gap (alpha / beta)   4.36 / 3.55 eV
⟨S²⟩   0.76

Last column: Mulliken charge in e.
Atoms and positions in Å:
Cs 1.44654 -0.17724 -1.50469  1.308
P 0.29754 2.34681 -3.76846  0.687
O -0.64525 2.71023 -2.63360  -0.587
O 1.23459 3.43055 -3.18820  -0.533
O -0.16603 3.42833 -4.71028  -0.679
O 0.78863 0.91726 -4.01305  -0.813
C -1.10958 -3.15719 -2.50610  -1.259
C -1.76319 -1.81982 -2.50846  -0.480
N -1.96977 -1.53549 -1.07566  0.414
C -2.04195 -0.06613 -1.07668  0.485
C -2.12660 0.65120 0.28220  -1.475
C -3.14209 -2.06453 -0.39434  -0.711
C -4.55237 -1.67573 -0.99939  -1.064
H -0.29402 -3.18314 -1.78343  0.183
H -0.79402 -3.50978 -3.48804  0.429
H -1.86066 -3.86047 -2.14642  0.320
H -1.12000 -1.07444 -2.97624  0.461
H -2.68315 -1.71473 -3.08355  0.306
H -1.12992 0.28262 -1.56111  -0.860
H -2.80576 0.25207 -1.78620  0.367
H -3.15836 0.64131 0.63359  0.314
H -1.61248 0.03272 1.01792  0.245
H -1.77044 1.67763 0.19459  0.408
H -3.10656 -1.90226 0.68293  0.344
H -3.17679 -3.15399 -0.39340  0.392
H -4.55983 -1.86293 -2.07316  0.265
H -4.73768 -0.60572 -0.90540  0.263
H -5.39252 -2.21872 -0.56648  0.414
C 2.20551 3.07379 0.92348  -0.979
C 1.78070 2.21271 2.07333  -0.718
N 1.80555 0.70853 1.72254  0.238
C 1.24566 0.01832 2.86978  -0.658
C 1.17129 -1.45014 2.65005  -1.315
C 3.23577 0.25384 1.47830  -0.865
C 4.26393 0.63164 2.56621  -1.156
H 1.80650 2.64946 0.00215  0.074
H 3.29337 3.05399 0.85803  0.222
H 2.02734 4.14703 0.99069  0.423
H 2.33857 2.45389 2.97815  0.387
H 0.74369 2.48263 2.27291  0.484
H 1.84643 0.13370 3.77192  0.358
H 0.25369 0.36524 3.15916  0.538
H 0.48826 -1.93988 3.34412  0.400
H 0.86757 -1.64675 1.62184  0.203
H 2.15909 -1.85128 2.87685  0.375
H 3.55259 0.55517 0.47984  0.462
H 3.30561 -0.82869 1.37172  0.440
H 5.25061 0.32763 2.21677  0.425
H 4.04070 0.13937 3.51275  0.261
H 4.26930 1.72136 2.59052  0.258